15
Properties=species:S:1:pos:R:3 method="wB97M-V/def2-TZVPD" e_homo_ev=-13.720 charge=+1 total_energy_ha=-300.270977 de_lowest_kcal_mol=93.1 homo_lumo_gap_ev=10.00
C 0.97025 1.57009 -1.08796
C 0.70184 0.72944 1.19561
N -1.05521 -0.76224 1.33587
N -0.18289 -0.09820 1.92752
N 0.66412 0.65655 -0.22718
N -0.83835 -1.43413 -1.05936
H 1.22329 2.48724 -0.75744
H 1.01257 1.50151 -2.13968
H -0.17256 -0.60297 -0.56371
H 0.74944 1.75689 1.46460
H 1.71667 0.49125 1.33174
H -1.61862 -1.25341 2.12026
H -0.41727 -2.31930 -1.36620
H -1.49198 -1.81471 -0.37862
H -1.26132 -0.90801 -1.79544